This record from the Open Molecules 2025 dataset describes a single C19H21ClF3N3O3 molecule in a non-equilibrium geometry. The level of theory is ωB97M-V/def2-TZVPD.

Last column: natural (NBO) charge in e.
Cartesian coordinates (Å):
O  -2.8622  4.4099  1.9633  -0.503
O  -0.2089  -0.6462  -4.3452  -0.615
F  -2.5694  7.2783  1.9279  -0.292
F  -0.7005  6.8910  0.7559  -0.324
F  -0.7959  6.2336  2.9528  -0.311
Cl  -0.9833  -4.7036  -2.8678  -0.021
N  -1.1162  -3.4104  -0.4398  -0.469
O  2.0076  -0.4242  -4.3350  -0.506
C  -1.9213  4.9643  1.4321  0.588
C  0.9268  -1.0063  -3.9818  0.796
C  -0.5750  -2.3604  0.1806  0.374
C  -0.5700  -3.4392  -1.6828  0.122
C  0.3011  -2.4465  -1.8562  0.062
C  -1.1602  2.3704  -0.8742  -0.223
C  0.2870  2.7838  1.0472  -0.205
C  -0.4767  1.1993  -0.9965  -0.137
C  0.9603  1.5646  0.8813  -0.208
C  -0.8485  3.1738  0.1664  0.130
C  0.5523  0.7273  -0.1504  -0.070
N  -1.4138  4.4392  0.2130  -0.651
N  0.3136  -1.7136  -0.6858  -0.342
C  1.9920  0.2978  -5.6370  -0.258
C  -1.4920  6.4591  1.7857  0.908
C  1.1059  -2.3352  -3.1260  -0.524
C  1.1829  -0.5510  -0.3510  -0.230
C  -1.0311  -3.2625  4.5521  -0.616
C  -0.6391  -2.2576  1.6972  -0.452
C  0.3647  -2.9505  3.9834  -0.394
C  0.4765  -2.9995  2.4731  -0.380
H  -1.9251  2.7011  -1.6031  0.233
H  0.5370  3.6162  1.7861  0.218
H  -0.6754  0.4360  -1.7662  0.221
H  1.7398  1.3738  1.5782  0.218
H  -0.9866  5.1620  -0.4175  0.412
H  1.6512  -0.3730  -6.4034  0.201
H  1.3213  1.1622  -5.5486  0.208
H  2.9916  0.6696  -5.8952  0.203
H  2.1631  -2.2502  -2.7458  0.221
H  1.0545  -3.2637  -3.7435  0.282
H  1.7606  -0.3372  -1.2866  0.229
H  1.9141  -0.8818  0.3991  0.225
H  -1.3896  -4.2598  4.1652  0.204
H  -1.0773  -3.2679  5.6493  0.217
H  -1.7375  -2.5415  4.2166  0.206
H  -1.5598  -2.7224  1.9702  0.243
H  -0.5790  -1.2100  2.0219  0.210
H  1.1795  -3.6680  4.3212  0.210
H  0.6042  -1.9058  4.2896  0.191
H  1.4770  -2.6595  2.1608  0.193
H  0.4301  -4.0659  2.1691  0.205

electronic energy	-1886.3455	Eh
frontier orbital gap	8.7	eV
SMILES string	CCCCc1nc(Cl)c(CC(=O)OC)n1Cc1ccc(NC(=O)C(F)(F)F)cc1
E_HOMO	-0.3094	Eh
total charge	0
ΔE to the lowest compared entry with this formula, charge and spin	2.2854	eV

This record from the Open Molecules 2025 dataset describes a gas-phase ion, C19H21F4Si (charge +1) in a non-equilibrium geometry. The level of theory is ωB97M-V/def2-TZVPD.

Last column: natural (NBO) charge in e.
Cartesian coordinates (Å):
C  2.1778  -0.1275  3.1083  -1.120
Si  0.7698  -0.0830  1.9176  1.662
C  1.0387  1.1666  0.5751  -1.131
C  0.4235  -1.7625  1.1968  -1.129
C  -0.7503  0.4451  2.9545  -0.931
C  -1.9956  0.5307  2.1495  0.308
C  -3.2209  -0.1444  2.4938  -0.572
H  2.0127  -0.8370  3.9130  0.253
H  3.0557  -0.4403  2.5551  0.261
H  2.3778  0.8497  3.5359  0.253
H  0.2002  1.2572  -0.1114  0.244
H  1.2633  2.1551  0.9691  0.254
H  1.9021  0.8446  -0.0013  0.265
H  -0.4326  -1.7816  0.5213  0.244
H  1.3004  -2.0595  0.6238  0.264
H  0.2676  -2.5225  1.9625  0.252
H  -0.9261  -0.2697  3.7793  0.254
H  -0.5131  1.3979  3.4845  0.323
H  -2.0604  1.4146  1.4870  0.223
H  -3.9045  -0.2361  1.6077  0.285
H  -2.9790  -1.0998  3.0102  0.263
F  -6.4063  3.3337  0.2734  -0.314
C  -5.7161  3.1637  1.4582  0.431
C  -4.9984  4.2359  1.9688  -0.324
C  -4.3178  3.9971  3.1691  0.423
F  -3.6091  5.0541  3.7027  -0.313
C  -4.3898  2.7802  3.8375  -0.284
C  -5.0240  1.6792  3.2413  -0.032
C  -4.5374  0.3005  3.5766  -0.071
C  -5.5842  -0.7649  3.8171  -0.054
C  -5.4094  -1.6619  4.8829  -0.266
C  -5.9512  -2.9354  4.8314  0.422
F  -5.7345  -3.8371  5.8533  -0.311
C  -6.8065  -3.3502  3.7975  -0.302
C  -7.0545  -2.4008  2.8102  0.427
F  -7.8912  -2.7445  1.7663  -0.313
C  -6.5445  -1.1093  2.8431  -0.263
C  -5.8162  1.9326  2.1019  -0.284
H  -5.0018  5.1965  1.4708  0.269
H  -3.7540  2.6365  4.7242  0.234
H  -3.8620  0.3421  4.4702  0.238
H  -4.6768  -1.4380  5.6782  0.237
H  -7.2764  -4.3209  3.7704  0.269
H  -6.7364  -0.4501  1.9902  0.226
H  -6.3305  1.1179  1.5849  0.228

electronic energy	-1425.2276	Eh
frontier orbital gap	6.4	eV
E_HOMO	-0.4639	Eh
total charge	+1
ΔE to the lowest compared entry with this formula, charge and spin	1.0898	eV

This record from the Open Molecules 2025 dataset describes a molecular structure, C19H21IN2Pt in a non-equilibrium geometry. The level of theory is ωB97M-V/def2-TZVPD.

Last column: natural (NBO) charge in e.
Cartesian coordinates (Å):
C  2.1534  0.6798  3.8474  -0.632
C  1.8710  -0.7787  3.8665  -0.653
H  3.1635  1.0152  3.9307  0.215
H  1.3510  1.2429  4.2433  0.214
H  1.9589  0.9944  2.8101  0.206
H  1.5155  -0.8670  2.8660  0.222
H  2.7142  -1.4228  3.8290  0.210
H  0.9667  -1.2033  4.2589  0.218
C  0.6474  2.4957  -1.8041  0.058
C  0.9219  3.4110  -2.8005  -0.227
C  0.8913  2.9055  -4.1110  -0.170
C  0.6823  1.5722  -4.4414  -0.196
H  0.6984  2.6232  -0.7106  0.242
H  1.1362  4.4385  -2.4861  0.241
H  1.0636  3.6286  -4.8749  0.224
H  0.7185  1.1640  -5.4445  0.227
N  0.3160  1.2102  -2.1540  -0.466
C  0.3892  0.6568  -3.4082  0.158
C  0.2512  -0.8269  -3.3880  0.168
N  0.1004  -1.3224  -2.1172  -0.471
C  0.1528  -2.6528  -1.7665  0.055
C  0.2673  -3.1400  -4.0738  -0.174
C  0.1867  -3.6213  -2.7577  -0.228
H  0.1854  -2.7868  -0.6775  0.238
H  0.1474  -4.6731  -2.4352  0.242
C  0.3512  -1.7970  -4.4167  -0.196
H  0.4827  -1.4232  -5.4256  0.228
H  0.2796  -3.8970  -4.8334  0.226
Pt  0.1045  -0.0356  -0.6579  0.889
I  2.8454  -0.1488  -0.7403  -0.638
C  -1.5960  0.0728  0.2116  -0.778
C  -1.7299  0.1322  1.7170  -0.013
C  -1.9200  -1.0468  2.4538  -0.223
C  -2.2851  -0.9649  3.7958  -0.204
C  -2.3820  0.2705  4.4293  -0.244
C  -2.1104  1.4356  3.7098  -0.190
C  -1.7619  1.3764  2.3669  -0.236
H  -2.0213  -0.8485  -0.2268  0.206
H  -1.9067  1.0130  -0.2832  0.209
H  -1.8453  -2.0059  1.9212  0.205
H  -2.5192  -1.8798  4.3378  0.211
H  -2.6635  0.3275  5.4793  0.213
H  -2.1946  2.4075  4.1953  0.209
H  -1.5778  2.2692  1.7653  0.206

electronic energy	-1262.9683	Eh
frontier orbital gap (alpha / beta)	5.7 / 6.0	eV
E_HOMO (alpha / beta)	-0.2494 / -0.2570	Eh
total charge	0
ΔE to the lowest compared entry with this formula, charge and spin	0.0000	eV
⟨S²⟩	2.0134
2S+1	3

This record from the Open Molecules 2025 dataset describes a molecular structure, C19H21InO2 in a non-equilibrium geometry. The level of theory is ωB97M-V/def2-TZVPD.

Last column: Mulliken charge in e.
Cartesian coordinates (Å):
C  0.7897  -1.6050  1.7203  -0.315
C  -0.7591  -1.6987  1.6554  -0.298
C  -1.0738  -2.1143  0.3619  -1.247
H  -1.3895  -1.3070  2.4258  0.604
C  0.1350  -2.3828  -0.3511  -0.633
C  1.2539  -2.0075  0.4408  -1.293
H  2.2708  -2.0942  0.2043  0.530
H  1.3533  -1.2006  2.5266  0.562
H  -2.0605  -2.2486  0.0313  0.492
H  0.1948  -2.7514  -1.3452  0.794
C  -1.1468  2.1325  0.1895  -0.811
C  -1.1519  1.6355  1.4801  -0.573
C  0.3220  1.5651  1.8778  -0.076
H  -1.9037  1.2231  2.0843  0.486
C  1.1071  2.0166  0.7795  -1.335
C  0.1874  2.4054  -0.2340  -0.427
H  0.4624  2.7731  -1.1954  0.540
H  -2.0261  2.2543  -0.3792  0.518
H  0.7313  1.2050  2.8558  0.595
H  2.1434  2.0925  0.7829  0.545
In  0.0186  0.0037  -0.1055  1.804
O  -0.8047  0.0668  -1.6961  -0.410
C  -1.1121  -0.7686  -2.7429  -0.828
C  0.0345  -0.9478  -3.6627  -0.394
H  -1.4651  -1.7444  -2.3716  0.277
H  -1.9599  -0.3207  -3.2726  0.484
H  0.7738  -1.6836  -3.3471  0.311
H  0.9539  -2.0177  -5.9068  0.379
C  0.7294  -0.9597  -6.0059  -0.427
C  0.2290  -0.2712  -4.8581  0.545
C  -0.0576  1.1205  -5.0313  -0.363
H  -0.4294  1.6886  -4.1850  0.387
C  0.1396  1.7461  -6.2425  -0.570
H  -0.0867  2.8032  -6.3379  0.372
C  0.6232  1.0392  -7.3422  -0.379
H  0.7724  1.5410  -8.2917  0.363
C  0.9147  -0.3192  -7.2105  -0.510
H  1.2920  -0.8766  -8.0608  0.356
C  -0.0319  -0.0204  3.5534  -1.699
O  0.0155  0.0200  2.0479  0.175
H  0.9278  -0.0694  4.1192  0.392
H  -0.2650  -0.9744  3.9386  0.700
H  -0.8482  0.5688  3.8878  0.381

electronic energy	-1076.6302	Eh
frontier orbital gap (alpha / beta)	6.4 / 5.4	eV
E_HOMO (alpha / beta)	-0.2333 / -0.2060	Eh
total charge	0

This record from the Open Molecules 2025 dataset describes 2 unconnected molecules or ions with the total composition C19H21N2S2 in a non-equilibrium geometry. The level of theory is ωB97M-V/def2-TZVPD.

Last column: natural (NBO) charge in e.
Cartesian coordinates (Å):
C  -4.6277  0.0615  -2.8790  -0.146
C  -3.9335  1.2705  -2.7288  -0.212
C  -2.5456  1.2712  -2.5978  -0.166
C  -1.8304  0.0592  -2.6165  -0.109
C  -0.3804  0.0474  -2.3691  -0.195
S  0.3626  -1.4821  -2.4372  0.495
C  2.1487  -1.1807  -2.4851  -0.534
C  2.5787  0.0566  -3.2496  -0.429
C  2.1566  1.3321  -2.5532  -0.527
S  0.3784  1.5661  -2.2533  0.486
C  -2.5344  -1.1517  -2.7511  -0.166
C  -3.9208  -1.1490  -2.8894  -0.211
H  -5.7100  0.0650  -3.0301  0.239
H  -4.4682  2.2232  -2.7503  0.240
H  -2.0151  2.2172  -2.4662  0.234
H  2.4920  -1.1912  -1.4406  0.240
H  2.5136  -2.0835  -3.0016  0.261
H  3.6731  0.0518  -3.3053  0.251
H  2.1776  0.0306  -4.2682  0.233
H  2.6186  1.4359  -1.5579  0.238
H  2.4180  2.2057  -3.1732  0.261
H  -1.9976  -2.1038  -2.7380  0.233
H  -4.4432  -2.0966  -3.0416  0.240
C  3.3793  -0.1027  3.3498  -0.641
C  1.9114  -0.0793  3.0336  -0.009
C  1.5296  -0.0652  1.6875  -0.202
C  0.1732  -0.0504  1.3526  0.063
C  -0.7870  -0.0510  2.3933  0.167
C  -0.4295  -0.0622  3.7273  -0.247
C  0.9375  -0.0719  4.0509  0.008
C  1.3387  -0.0754  5.5005  -0.640
N  -2.0205  -0.0452  1.7541  -0.543
C  -1.7852  -0.0411  0.4106  0.214
N  -0.4923  -0.0469  0.1383  -0.527
H  3.5710  -0.0984  4.4257  0.227
H  3.8529  -0.9987  2.9250  0.224
H  3.8837  0.7692  2.9111  0.224
H  2.2600  -0.0646  0.8780  0.196
H  -1.2121  -0.0625  4.4840  0.220
H  0.4494  -0.0621  6.1381  0.223
H  1.9220  -0.9701  5.7623  0.226
H  1.9455  0.8045  5.7587  0.226
H  -2.9346  -0.0457  2.1919  0.427
H  -2.6041  -0.0360  -0.2902  0.208

electronic energy	-1642.2767	Eh
frontier orbital gap	6.3	eV
E_HOMO	-0.3992	Eh
total charge	+1

This record from the Open Molecules 2025 dataset describes a single C19H21N3O3 molecule in a non-equilibrium geometry. The level of theory is ωB97M-V/def2-TZVPD.

Last column: natural (NBO) charge in e.
Cartesian coordinates (Å):
C  -2.7242  -1.6346  -0.0080  -0.606
C  -2.6462  -0.5714  1.0794  -0.394
H  -1.5953  -0.4234  1.3348  0.225
H  -3.1670  -0.9271  1.9722  0.201
C  -3.2734  0.7649  0.6423  -0.472
C  -2.4064  1.4750  -0.3665  0.210
N  -1.2898  2.0275  -0.0722  -0.245
N  -0.8262  2.0813  1.1877  -0.440
C  0.4709  2.3429  1.4852  0.678
O  0.8435  2.4426  2.6350  -0.605
C  1.4193  2.4323  0.2904  -0.328
N  2.5082  1.5003  0.4924  -0.591
C  2.2100  0.1901  0.7285  0.639
O  1.0748  -0.2409  0.6164  -0.642
C  3.3731  -0.6407  1.0757  -0.301
C  3.2274  -1.9470  1.3392  -0.144
C  4.2895  -2.8375  1.6942  0.211
C  4.2583  -4.1833  1.9862  -0.252
C  5.5861  -4.5612  2.2684  -0.322
C  6.3325  -3.4280  2.1299  0.113
O  5.5655  -2.3875  1.7854  -0.392
H  7.3829  -3.2465  2.2473  0.205
H  5.9397  -5.5355  2.5364  0.231
H  3.3907  -4.8106  1.9949  0.229
H  2.2382  -2.3805  1.2859  0.239
H  4.3432  -0.1684  1.1192  0.208
H  3.3801  1.8654  0.8395  0.400
H  0.8702  2.1603  -0.6140  0.246
H  1.8198  3.4422  0.2063  0.227
H  -1.4226  1.8458  1.9813  0.383
C  -2.8033  1.5767  -1.7752  -0.003
C  -2.1828  2.5316  -2.5870  -0.189
C  -2.5248  2.6641  -3.9169  -0.213
C  -3.4983  1.8474  -4.4711  -0.210
C  -4.1201  0.8971  -3.6804  -0.200
C  -3.7803  0.7621  -2.3465  -0.230
H  -4.2732  0.0016  -1.7627  0.211
H  -4.8768  0.2532  -4.1049  0.211
H  -3.7699  1.9516  -5.5111  0.213
H  -2.0349  3.4094  -4.5264  0.213
H  -1.4315  3.1679  -2.1470  0.227
H  -3.3904  1.4104  1.5205  0.214
H  -4.2720  0.5942  0.2419  0.222
H  -2.1954  -1.3059  -0.8993  0.213
H  -3.7585  -1.8537  -0.2689  0.192
H  -2.2603  -2.5538  0.3412  0.216

electronic energy	-1126.5798	Eh
frontier orbital gap	8.5	eV
SMILES string	CCC/C(=N\NC(=O)CNC(=O)/C=C/c1ccco1)c1ccccc1
E_HOMO	-0.3046	Eh
total charge	0
ΔE to the lowest compared entry with this formula, charge and spin	3.0304	eV